C27H37Cl2GaNO21 as an isolated structure. Source: the OMol25 dataset; level of theory: the ωB97M-V functional and the def2-TZVPD basis.

Atoms and positions in Å:
C1 -3.37426 -2.60770 1.42173
C2 -3.13836 -3.52610 2.17382
C3 -2.78847 -4.52190 3.20567
Ga1 -1.30121 -3.75312 4.44983
N1 -0.97041 -4.89941 5.95852
C4 0.34945 -3.53459 3.20060
Cl1 0.69583 -1.88770 2.59014
C5 1.13603 -4.54248 2.80990
C6 2.31529 -4.40401 1.86392
Cl2 0.76184 -6.17335 3.38488
H1 -3.37042 -1.66372 0.93643
H2 -3.66961 -4.84536 3.75887
H3 -2.34802 -5.39154 2.70238
H4 -1.81196 -2.29733 4.90715
H5 -1.65133 -5.64183 6.02462
H6 -0.92418 -4.39691 6.83157
H7 2.29362 -3.43163 1.37347
H8 2.20565 -5.14093 1.06282
H9 3.26640 -4.53053 2.36785
C7 0.60675 -0.05368 -0.76604
C8 -0.84762 0.33063 -0.84951
O1 -0.94755 0.86048 -2.18279
C9 0.05738 0.32671 -2.91886
O2 0.15259 0.43798 -4.10060
O3 0.92995 -0.34164 -2.13624
H10 0.77363 -0.92044 -0.13372
H11 1.23918 0.76728 -0.42175
H12 -1.51341 -0.52931 -0.75934
H13 -1.13282 1.07834 -0.11360
C10 -2.17783 3.93176 -2.63954
C11 -2.47613 5.38032 -2.94298
O4 -3.25728 5.77721 -1.80723
C12 -2.94879 4.94503 -0.78104
O5 -3.29426 5.11026 0.34572
O6 -2.19572 3.91113 -1.20630
H14 -1.21249 3.60535 -3.01607
H15 -2.94918 3.25538 -3.01040
H16 -1.57474 5.99525 -2.98253
H17 -3.03885 5.51501 -3.86335
C13 -7.70419 -3.67812 2.63522
C14 -7.22977 -2.37812 2.02724
O7 -6.39044 -1.84674 3.04746
C15 -5.95280 -2.88354 3.81408
O8 -5.10138 -2.80731 4.62691
O9 -6.62782 -4.02655 3.49962
H18 -7.86945 -4.45855 1.89502
H19 -8.61230 -3.55331 3.23173
H20 -6.63340 -2.53148 1.12494
H21 -8.04552 -1.69207 1.80461
C16 -3.72987 8.36959 0.62804
C17 -2.61635 8.31640 1.64176
O10 -1.64103 9.20017 1.06596
C18 -2.29335 10.06100 0.24107
O11 -1.78959 11.01539 -0.25670
O12 -3.57495 9.67960 0.05878
H22 -4.71539 8.25804 1.07237
H23 -3.60886 7.62696 -0.15835
H24 -2.91163 8.70649 2.61785
H25 -2.21084 7.31521 1.76717
C19 5.15331 -6.15477 -1.36243
C20 6.59579 -6.44573 -1.02928
O13 6.82690 -5.60253 0.10180
C21 5.62394 -5.35269 0.69087
O14 5.49113 -4.81683 1.74047
O15 4.60950 -5.79352 -0.08951
H26 4.63453 -7.01502 -1.77457
H27 5.04011 -5.31296 -2.04281
H28 6.75560 -7.48517 -0.73528
H29 7.27837 -6.19902 -1.84048
C22 6.21159 -5.61680 -6.40700
C23 5.74057 -4.77794 -5.24338
O16 5.08545 -5.74209 -4.41168
C24 5.60472 -6.96209 -4.70471
O17 5.40187 -7.94726 -4.07503
O18 6.39123 -6.90179 -5.80645
H30 7.14387 -5.26024 -6.83828
H31 5.46129 -5.69787 -7.19592
H32 6.56681 -4.33325 -4.68440
H33 5.04881 -3.99274 -5.53805
C25 1.15663 8.34640 0.21365
C26 2.09351 9.48164 0.54337
O19 3.35795 8.97829 0.09666
C27 3.12323 8.03535 -0.85048
O20 3.95926 7.54776 -1.53705
O21 1.80318 7.73006 -0.90768
H34 0.16774 8.68508 -0.05113
H35 1.08193 7.61559 1.02288
H36 1.85782 10.39142 -0.01220
H37 2.12364 9.71278 1.60534

Force components x, y, z for each atom (eV/Å):
0.12 -0.10 0.07
0.25 -0.37 1.05
0.21 0.20 -1.10
-0.47 0.58 -0.05
0.28 0.04 -0.56
-0.53 -0.85 0.59
0.03 -0.33 0.07
0.37 1.36 -0.62
-0.83 -0.60 -0.03
0.25 0.43 -0.30
-0.18 -0.02 -0.16
0.00 0.11 0.06
-0.09 -0.02 0.09
0.26 -0.01 -0.01
-0.05 -0.05 0.23
-0.23 -0.02 0.12
0.01 0.03 0.25
0.27 -0.14 0.16
0.07 -0.14 -0.01
0.16 -0.12 0.35
-0.22 -0.03 0.30
0.10 0.00 -0.02
0.06 -0.09 0.06
-0.01 0.07 -0.10
-0.19 0.16 -0.07
0.08 -0.13 -0.12
-0.02 0.01 -0.07
0.06 -0.01 -0.05
-0.04 0.12 -0.17
0.13 -0.21 -0.26
0.10 0.11 -0.25
0.05 -0.06 0.05
0.10 -0.22 0.00
-0.03 0.20 0.08
-0.10 0.16 -0.02
0.02 -0.07 0.19
0.00 0.01 0.05
-0.01 -0.02 0.06
-0.15 0.07 0.13
-0.14 -0.17 -0.07
-0.03 0.15 -0.29
-0.21 -0.14 0.06
0.37 0.03 -0.15
-0.15 0.03 0.30
-0.10 0.14 -0.04
0.14 -0.08 0.08
0.02 0.03 0.00
0.04 -0.06 0.06
0.07 0.10 0.13
-0.27 -0.28 -0.09
0.01 -0.23 0.26
-0.32 0.07 0.06
-0.11 0.04 -0.07
0.12 0.05 -0.02
0.22 0.01 0.17
-0.02 0.17 -0.07
0.01 0.02 0.01
0.01 0.06 -0.05
0.14 0.07 -0.11
-0.24 -0.12 -0.12
0.14 -0.14 -0.11
-0.07 -0.02 -0.06
-0.12 0.08 0.09
0.24 -0.04 -0.04
0.28 -0.01 0.04
-0.11 0.03 0.12
0.01 0.04 0.05
-0.03 0.01 0.00
0.07 0.12 0.13
0.06 0.11 -0.25
-0.04 0.35 0.01
0.19 -0.12 -0.31
-0.02 -0.04 0.01
0.02 -0.04 0.07
-0.09 0.09 0.09
0.07 -0.17 0.06
-0.02 -0.01 0.05
0.00 -0.05 0.00
-0.13 -0.09 0.13
-0.07 -0.12 0.03
-0.05 0.23 0.14
-0.12 -0.08 -0.04
0.02 -0.01 -0.03
0.04 -0.02 -0.04
0.14 0.10 0.11
-0.03 -0.06 -0.23
0.05 0.01 -0.02
-0.01 -0.05 -0.03
0.19 -0.06 -0.02

The HOMO energy comes out at -4.47 eV. Its charge is -1. The value obtained for the frontier orbital gap is 6.04 eV.

Atomic partial charges in e from the Löwdin method, atoms 1 to 8:
1. C 0.0376
2. C -0.2655
3. C -0.2684
4. Ga 0.2798
5. N -0.1480
6. C -0.6903
7. Cl 0.5087
8. C -0.8075

C27H37F6N4O9ReS3Si as an isolated structure. Source: the OMol25 dataset; level of theory: the ωB97M-V functional and the def2-TZVPD basis.

Atoms and positions in Å:
Re1 0.12440 -0.33230 -0.00030
O1 4.63930 -1.23310 -0.37590
C1 4.74410 -1.65730 0.87850
C2 5.89980 -2.36310 1.24060
C3 6.05890 -2.83960 2.52040
C4 5.07510 -2.61790 3.48640
C5 3.94060 -1.91560 3.16250
C6 3.74610 -1.43780 1.85940
C7 2.50400 -0.78170 1.52780
O2 2.22750 -0.46590 0.28570
N1 1.63930 -0.44830 2.47160
N2 0.57430 0.11700 1.91420
C8 -0.05720 1.15180 2.43710
C9 -0.64150 2.02140 1.46350
C10 -1.27360 3.23520 1.75100
C11 -1.63380 4.06710 0.70850
C12 -1.31670 3.70140 -0.59760
C13 -0.67990 2.49060 -0.81470
N3 -0.37490 1.66290 0.17460
H1 3.76000 -0.82920 -0.52400
H2 6.65270 -2.51750 0.48350
H3 6.95210 -3.38500 2.78260
H4 5.21590 -2.98330 4.48970
H5 3.16990 -1.71090 3.88710
H6 0.05630 1.41860 3.48080
H7 -1.46720 3.49760 2.77820
H8 -2.15380 4.99300 0.90930
H9 -1.57110 4.33450 -1.43220
H10 -0.39160 2.17160 -1.80810
F1 -0.48430 -2.73410 -3.65860
C14 -1.61220 -2.07300 -3.43140
F2 -2.44560 -2.29300 -4.43350
F3 -2.15970 -2.56420 -2.31550
S1 -1.33810 -0.25260 -3.07280
O3 -0.20790 -0.29430 -2.15910
O4 -1.11000 0.41420 -4.29480
N4 -2.68230 0.16610 -2.38250
S2 -2.99400 0.20860 -0.85500
O5 -3.29130 1.50280 -0.34910
O6 -2.03940 -0.56200 -0.05710
C15 -4.59370 -0.78210 -0.68160
F4 -5.22400 -0.43720 0.43450
F5 -4.34690 -2.08710 -0.61590
F6 -5.38460 -0.55010 -1.71730
C16 -2.23350 -4.28490 2.39810
C17 -0.89570 -4.92340 2.75130
C18 -0.03620 -3.95700 3.56820
C19 -1.09340 -6.25200 3.48420
O7 -0.15870 -5.23640 1.56190
Si1 -0.08720 -4.83910 0.02200
S3 0.24020 -2.62310 -0.01270
O8 -1.36100 -4.97040 -0.91770
C20 -1.89320 -6.05720 -1.70510
C21 -0.88110 -6.42240 -2.78480
C22 -2.16270 -7.25480 -0.79760
C23 -3.19760 -5.55550 -2.32020
O9 1.25310 -5.35340 -0.65250
C24 2.51680 -5.87280 -0.21800
C25 2.26530 -7.25910 0.36700
C26 3.14390 -4.94060 0.81400
C27 3.38370 -5.94140 -1.47330
H11 -2.79480 -4.07670 3.30430
H12 -2.81480 -4.95410 1.77060
H13 -2.07400 -3.35530 1.85500
H14 -0.55940 -3.66440 4.47320
H15 0.18540 -3.06840 2.97910
H16 0.90280 -4.43020 3.84340
H17 -1.62160 -6.09610 4.41910
H18 -0.13080 -6.70870 3.69670
H19 -1.66710 -6.93830 2.86780
H20 0.00860 -6.84870 -2.33150
H21 -0.59040 -5.53170 -3.33400
H22 -1.31090 -7.14200 -3.47520
H23 -1.26390 -7.51840 -0.24590
H24 -2.46310 -8.10530 -1.40270
H25 -2.95830 -7.03320 -0.09110
H26 -2.99980 -4.86190 -3.13040
H27 -3.79260 -5.04510 -1.56840
H28 -3.76310 -6.39520 -2.71390
H29 1.57400 -7.18700 1.20190
H30 3.19420 -7.70140 0.71040
H31 1.82550 -7.89940 -0.39320
H32 2.52450 -4.87840 1.70410
H33 3.24330 -3.94290 0.39610
H34 4.12620 -5.31060 1.09490
H35 2.90770 -6.55970 -2.22810
H36 4.35540 -6.36100 -1.23540
H37 3.51310 -4.94680 -1.88870

Force components x, y, z for each atom (eV/Å):
1.44 -3.44 -0.84
-0.06 0.15 -0.66
-0.20 -0.19 0.86
-0.12 0.18 -0.23
-0.24 0.14 -0.05
-0.04 0.04 0.19
0.14 -0.05 -0.14
0.39 -0.11 -0.38
-0.78 0.44 0.13
-0.74 0.27 -0.79
0.61 -0.59 0.95
-1.18 1.41 -0.40
0.75 -1.11 0.39
-0.52 0.80 -0.14
0.26 -0.72 -0.06
0.06 -0.08 -0.38
0.15 -0.06 0.33
-0.21 0.73 -0.66
-0.10 0.33 0.84
0.23 -0.13 0.15
0.07 -0.02 -0.08
0.10 -0.05 0.00
0.00 -0.06 0.14
-0.05 -0.06 0.16
0.18 0.03 -0.07
-0.04 0.03 0.11
0.02 0.04 -0.02
0.06 0.01 -0.08
-0.11 0.06 -0.02
0.13 0.49 -0.04
-0.24 -0.53 0.42
0.10 0.49 -0.04
0.00 0.04 0.02
-1.24 -0.94 -0.85
1.26 0.33 1.13
-0.02 0.28 -0.22
0.14 0.29 -0.10
-1.12 -0.23 -0.28
-0.30 0.24 -0.09
0.73 -0.33 0.50
-0.35 -0.52 0.03
0.39 0.33 -0.11
0.36 0.18 -0.14
0.28 0.23 0.02
0.29 -0.19 -0.08
-0.21 0.04 0.59
-0.13 -0.28 -0.25
0.10 0.33 -0.24
0.10 -0.13 -0.22
0.08 0.29 0.17
0.02 1.85 0.61
-0.28 0.11 0.07
-0.28 -0.47 -0.30
-0.11 0.12 0.25
0.03 0.35 -0.13
0.33 -0.02 0.14
-0.23 0.06 -0.42
0.60 -0.27 0.17
-0.04 0.29 -0.19
-0.27 -0.13 -0.23
-0.29 0.02 0.25
-0.07 0.05 0.08
-0.14 -0.09 -0.09
-0.05 0.18 -0.05
-0.06 0.06 0.14
0.01 0.13 -0.01
0.12 -0.05 0.04
-0.08 0.04 0.14
0.12 -0.03 0.05
-0.11 -0.07 -0.08
0.14 -0.11 -0.03
0.03 0.10 -0.13
-0.06 -0.09 -0.08
0.17 -0.14 0.10
-0.03 -0.13 -0.01
-0.09 0.03 0.12
0.00 0.10 -0.13
-0.11 0.00 0.11
-0.07 -0.07 -0.06
-0.04 -0.02 0.17
0.14 -0.10 0.05
-0.02 -0.15 -0.09
-0.08 -0.01 0.18
0.10 0.14 -0.06
0.11 0.02 0.04
-0.06 -0.14 -0.08
0.16 -0.05 0.02
0.08 0.16 -0.03

Its spin multiplicity is 2. The HOMO energy (spin up / spin down) comes out at -10.89 / -10.85 eV. Its charge is +1. The value obtained for the frontier orbital gap (spin up / spin down) is 5.39 / 5.31 eV.

Atomic partial charges in e from the Löwdin method, atoms 1 to 8:
1. Re 1.3636
2. O 0.0981
3. C -0.2691
4. C -0.0003
5. C -0.0551
6. C -0.0741
7. C -0.0202
8. C -0.0972

C27H37N11S2SeSn as an isolated structure. Source: the OMol25 dataset; level of theory: the ωB97M-V functional and the def2-TZVPD basis.

Atoms and positions in Å:
Sn1 0.82096 -0.72376 -0.63450
Se1 -4.92928 -0.10745 4.88936
N1 -4.92629 -0.05955 3.11501
C1 -3.71178 -0.34803 2.72607
C2 -3.30673 -0.37835 1.32440
C3 -4.19685 -0.12992 0.27991
C4 -3.72412 -0.14644 -1.01422
C5 -2.37077 -0.37325 -1.23007
N2 -1.50826 -0.60110 -0.24256
C6 -1.96987 -0.63695 1.02270
C7 -1.01705 -0.98463 2.08536
N3 0.20954 -1.34819 1.69056
C8 1.10864 -1.69219 2.59992
C9 0.82482 -1.71106 3.96229
C10 -0.43688 -1.34505 4.38070
C11 -1.38794 -0.97157 3.42896
C12 -2.75912 -0.61117 3.76755
N4 -3.20857 -0.53285 4.99261
H1 -5.23689 0.06616 0.50606
H2 -4.37669 0.03213 -1.85678
H3 -1.96361 -0.34740 -2.23084
H4 2.08884 -1.97116 2.22916
H5 1.58390 -2.01953 4.66721
H6 -0.71209 -1.35119 5.42752
C13 -1.98254 -3.99889 -2.77768
N5 -0.63232 -3.94163 -3.31502
C14 -0.28022 -5.04349 -4.21079
C15 0.30325 -3.14754 -2.75138
N6 0.13678 -2.64020 -1.53208
N7 1.41582 -2.87438 -3.46038
C16 1.39643 -2.69344 -4.90874
C17 2.65993 -2.49236 -2.81542
H7 -2.65796 -4.30952 -3.57256
H8 -2.29654 -3.01638 -2.43079
H9 -2.06928 -4.72015 -1.95875
H10 -0.69167 -5.96864 -3.80575
H11 0.79787 -5.14988 -4.27290
H12 -0.68756 -4.88941 -5.21022
H13 -0.58681 -3.12391 -1.01615
H14 0.37792 -2.73566 -5.28204
H15 2.00054 -3.44854 -5.41332
H16 1.80082 -1.70607 -5.13739
H17 2.68155 -2.86166 -1.79272
H18 2.80049 -1.40689 -2.82450
H19 3.48741 -2.94551 -3.36171
S1 0.33420 0.45580 -3.10238
C18 1.36585 1.79785 -2.98220
N8 1.67921 2.44085 -1.88055
C19 2.40978 3.69631 -2.06214
C20 3.14480 3.56931 -3.39146
S2 2.10001 2.46910 -4.39904
H20 1.21362 2.21124 -0.97333
H21 3.09988 3.85175 -1.23477
H22 1.69495 4.52272 -2.08393
H23 4.12352 3.10728 -3.27723
H24 3.25491 4.52601 -3.89405
C21 2.08254 1.98402 4.21339
C22 2.92932 1.69766 2.99135
N9 2.04798 1.48148 1.85155
C23 0.84081 2.09179 1.66544
N10 0.25653 1.91468 0.50050
C24 -0.98982 2.64071 0.24667
C25 -1.78625 2.91114 1.51073
C26 -0.88406 3.58371 2.51973
N11 0.32363 2.78706 2.70886
C27 1.12321 3.10955 3.88955
H25 2.71550 2.26492 5.05392
H26 1.51861 1.09203 4.49439
H27 3.53278 0.80060 3.13157
H28 3.61402 2.53112 2.80588
H29 2.44595 1.09823 1.01047
H30 -1.58256 2.06890 -0.46901
H31 -0.76893 3.59709 -0.24458
H32 -2.15613 1.97483 1.93600
H33 -2.64913 3.54221 1.29685
H34 -1.37666 3.67070 3.48868
H35 -0.62354 4.59719 2.19413
H36 0.42970 3.27100 4.71491
H37 1.66797 4.04781 3.73402

Force components x, y, z for each atom (eV/Å):
0.08 0.13 0.05
-0.01 -0.01 0.00
0.01 0.01 0.00
0.00 0.00 0.00
0.00 -0.01 0.01
0.01 -0.01 -0.03
-0.02 0.00 0.02
0.00 0.01 0.00
-0.03 -0.01 0.02
0.03 -0.02 0.01
0.01 0.00 -0.03
-0.09 -0.03 -0.03
0.00 -0.02 0.00
-0.01 0.00 0.00
0.01 0.00 0.00
0.00 0.00 -0.02
-0.01 -0.01 -0.01
0.01 0.01 0.00
0.00 0.01 0.00
0.00 0.00 0.00
0.00 -0.01 -0.01
0.00 0.01 0.00
0.00 0.00 0.00
0.00 0.00 0.00
0.00 0.00 0.01
0.01 0.00 -0.01
0.00 0.00 0.00
0.00 -0.01 0.05
-0.03 -0.01 -0.02
0.01 0.01 -0.02
0.00 0.00 0.00
-0.01 -0.01 -0.01
0.00 0.00 0.00
0.00 0.01 0.00
0.00 0.00 0.00
0.00 0.00 0.00
0.00 0.00 0.00
0.00 0.00 0.00
-0.01 0.00 0.00
0.00 0.00 0.00
0.00 0.00 0.00
0.00 0.00 0.00
0.00 0.00 0.00
0.01 0.00 0.00
0.00 0.00 0.00
-0.05 -0.09 0.01
0.03 0.04 -0.01
0.04 -0.01 -0.02
0.01 0.00 0.00
-0.01 0.00 0.00
-0.01 0.00 -0.01
-0.03 0.01 -0.02
0.00 0.00 0.00
0.00 0.00 0.00
0.00 0.00 0.00
0.00 0.00 0.00
0.02 0.01 0.00
-0.02 -0.01 -0.01
0.00 -0.01 0.00
0.01 -0.04 0.00
-0.01 0.05 0.04
0.02 -0.02 0.01
-0.03 -0.01 -0.01
-0.01 0.01 0.03
0.02 0.02 -0.03
-0.01 0.00 0.02
0.00 0.00 0.00
0.00 0.00 0.00
0.00 0.00 0.01
0.00 0.00 0.00
0.01 0.00 0.00
0.00 -0.01 0.00
0.00 0.00 0.00
0.01 0.00 -0.01
0.00 0.00 0.00
0.00 0.00 0.00
0.01 0.00 0.00
0.00 0.00 0.00
0.00 0.00 -0.01

Its relative energy (zero: lowest compared OMol25 entry of this formula, charge and spin) is 0.0000 eV. The HOMO energy comes out at -13.14 eV. Its charge is +2. The value obtained for the frontier orbital gap is 7.49 eV.

Atomic partial charges in e from the Löwdin method, atoms 1 to 8:
1. Sn 1.1357
2. Se 1.2086
3. N -0.2071
4. C -0.3483
5. C -0.0854
6. C 0.0482
7. C -0.0008
8. C -0.1540

Number 1: calculated total energy -5531.0442 Ha, strongest force on any atom 1.54 eV Å⁻¹. Number 2: calculated total energy -4108.6838 Ha, strongest force on any atom 3.83 eV Å⁻¹. Number 3: calculated total energy -5065.1443 Ha, strongest force on any atom 0.16 eV Å⁻¹.